{
  "formula": "C2H9O2",
  "method": "ωB97M-V/def2-TZVPD",
  "multiplicity": 2,
  "lumo_ev": [0.6, 0.4],
  "de_lowest_kj_mol": 122.18,
  "symbols": ["O", "H", "H", "H", "C", "O", "C", "H", "H", "H", "H", "H", "H"],
  "xyz": [[-1.71784, -0.67001, 1.73692], [-0.86450, 0.55334, 1.10062], [-2.55797, -0.91510, 2.26544], [-1.54306, -1.40335, 0.97920], [0.91230, -0.05388, -0.18914], [-0.04232, 0.98288, 0.46781], [0.66675, 0.24508, -1.66646], [1.87881, 0.08981, 0.29701], [0.78627, -1.05995, -0.01627], [0.37253, 1.67651, 0.97662], [0.66610, 1.28818, -1.86987], [1.56215, -0.17473, -2.21152], [-0.11922, -0.55879, -1.87036]],
  "mulliken_spin": [0.302, 0.324, -0.107, 0.033, 0.737, -0.450, -0.082, 0.005, -0.004, 0.214, 0.022, -0.031, 0.036]
}